Record 1
C20H43N3O2P | ωB97M-V/def2-TZVPD

XYZ file:
```
69
Properties=species:S:1:pos:R:3:forces:R:3
C 2.1877 5.4215 -0.3187 -0.66 -0.77 -0.57
C 1.2857 4.7472 -1.4153 0.33 -0.11 0.54
C 0.3147 3.8145 -0.7340 0.86 1.01 -1.06
C -0.7401 4.2820 -0.0394 -0.39 -0.35 0.27
N -1.4170 3.1738 0.4282 -0.02 1.82 0.12
C -0.7820 2.1120 0.0258 0.45 -3.14 -0.07
P -1.5031 0.4816 0.5127 -2.36 -0.19 1.25
N -2.8351 0.8273 1.2726 0.71 0.15 0.02
N 0.3057 2.4290 -0.6816 -0.42 1.50 -0.26
C 1.3244 1.5643 -1.2862 0.13 -0.65 0.51
C 0.7748 0.3296 -2.0502 0.82 0.51 -0.74
C 1.2767 0.3922 -3.5098 0.17 -0.35 -0.63
O 2.3940 0.1159 -3.8421 -0.65 0.15 0.50
O 0.3501 0.7586 -4.4459 0.44 0.25 0.77
H 1.6935 6.3377 0.0051 0.37 0.06 0.01
H 2.2188 4.7432 0.5383 0.37 0.20 -0.02
H 3.1871 5.5859 -0.7168 -0.07 0.28 0.24
H 0.6998 5.5199 -1.9185 0.04 -0.18 -0.05
H 1.8758 4.2555 -2.1917 -0.03 -0.03 0.18
H -0.9869 5.3178 0.1241 -0.36 -0.19 0.15
H -2.2569 3.1645 1.0040 -0.03 -0.49 -0.07
H -0.6216 -0.2739 1.3165 0.59 0.17 -0.77
H -1.8608 -0.2381 -0.6499 0.93 0.25 -0.13
H -2.8207 0.4618 2.2196 -0.26 0.18 0.02
H 1.9695 1.2056 -0.4782 -0.09 0.16 -0.05
H 1.9597 2.1853 -1.9169 -0.23 -0.01 0.01
H 1.2558 -0.5521 -1.6246 -0.39 -0.08 -0.06
H -0.3107 0.2431 -2.0548 0.10 -0.02 0.23
H -0.3459 1.2504 -3.9921 -0.31 -0.20 -0.29
C 0.5153 -3.0131 -4.8157 -0.06 0.16 0.06
C -0.4954 -3.0154 -3.6723 0.09 -0.01 -0.05
C -0.9620 -4.4131 -3.2689 -0.05 0.00 0.13
C -1.6944 -5.1909 -4.3628 0.05 0.03 -0.09
C -2.9363 -4.5012 -4.9257 -0.07 -0.11 0.11
C -4.0305 -4.2805 -3.8853 0.00 0.10 -0.13
H 0.0911 -3.4247 -5.7316 0.00 -0.02 0.02
H 0.8383 -1.9942 -5.0341 0.07 -0.05 -0.09
H 1.3993 -3.5982 -4.5552 -0.02 -0.02 -0.02
H -1.3545 -2.3915 -3.9419 -0.02 -0.03 0.01
H -0.0331 -2.5413 -2.7964 -0.02 -0.01 0.02
H -1.6034 -4.3313 -2.3859 -0.02 -0.02 -0.02
H -0.0927 -4.9978 -2.9518 0.01 0.03 -0.01
H -1.9816 -6.1655 -3.9572 -0.01 0.01 -0.01
H -1.0046 -5.4013 -5.1845 0.01 0.00 0.02
H -3.3405 -5.1238 -5.7274 0.03 0.04 -0.03
H -2.6680 -3.5454 -5.3848 0.03 -0.02 -0.02
H -4.3427 -5.2270 -3.4400 0.02 0.02 0.04
H -4.9072 -3.8238 -4.3470 -0.02 -0.01 0.05
H -3.6994 -3.6165 -3.0838 -0.01 -0.03 0.03
C 0.9355 -1.4454 6.8887 0.12 0.01 -0.04
C 1.7468 -0.1560 6.8093 -0.11 -0.04 0.04
C 0.8990 1.0786 6.5056 0.10 0.05 0.02
C 0.1751 1.0532 5.1589 -0.10 -0.07 0.00
C 1.0832 0.8820 3.9423 0.04 0.16 0.06
C 2.0787 2.0246 3.7615 0.00 -0.12 -0.16
H 0.4531 -1.6802 5.9376 -0.02 -0.02 0.02
H 1.5809 -2.2862 7.1445 -0.05 -0.02 0.00
H 0.1614 -1.3717 7.6550 -0.02 0.00 -0.03
H 2.5393 -0.2669 6.0629 0.01 0.03 0.02
H 2.2494 -0.0004 7.7666 0.04 0.03 -0.04
H 1.5349 1.9666 6.5629 -0.03 0.01 -0.01
H 0.1513 1.1972 7.2952 0.00 -0.01 -0.01
H -0.3900 1.9857 5.0532 0.01 0.00 -0.03
H -0.5692 0.2515 5.1600 0.01 0.00 0.02
H 0.4522 0.8279 3.0477 -0.05 -0.05 -0.05
H 1.6213 -0.0678 3.9976 -0.03 -0.01 0.01
H 1.5611 2.9826 3.6654 0.01 0.01 0.08
H 2.6741 1.8731 2.8574 0.05 0.04 0.03
H 2.7714 2.0919 4.5997 -0.01 0.03 0.00
```
Positions in Å, forces in eV/Å.

Calculated values
Net charge: +1
HOMO: -0.471 Eh
Frontier orbital gap: 9.259 eV


Record 2
C20H43O14S4 | ωB97M-V/def2-TZVPD

XYZ file:
```
81
Properties=species:S:1:pos:R:3:forces:R:3
O 0.1837 -0.3015 -0.2901 -0.51 0.17 -0.19
H -0.7574 -0.0399 -0.3117 0.53 -0.17 0.04
C -3.1910 1.9665 -3.0880 -0.20 -0.94 -0.59
C -3.0131 2.1337 -1.5921 1.02 2.52 -0.59
C -1.9547 3.2398 -1.3156 1.45 -1.61 -2.40
O -2.5208 4.0304 -0.3732 1.82 2.35 3.79
C -3.7968 3.8729 -0.2723 -2.78 -0.32 -0.80
O -4.6287 4.4819 0.3504 1.34 -0.25 -0.12
O -4.1226 2.9189 -1.1634 -2.32 -1.27 0.22
H -4.1915 1.6037 -3.3232 -0.16 0.13 0.17
H -2.5400 1.2625 -3.6063 0.39 -0.12 0.52
H -3.0396 2.9146 -3.6041 -0.20 0.08 0.22
H -2.8644 1.2843 -0.9254 -0.14 -0.28 -0.41
H -1.8246 3.9316 -2.1478 0.04 -0.50 -0.70
H -0.9668 2.8361 -1.0939 -0.12 0.09 0.72
C 2.9141 -1.1739 -3.6767 -1.17 0.04 0.59
C 1.6914 -0.3833 -4.0954 1.61 1.39 1.10
C 1.9698 1.1445 -4.1705 0.31 -1.38 2.12
O 1.0894 1.5253 -5.1658 -0.79 0.69 -1.68
C 0.9692 0.4890 -6.0485 -0.48 0.51 -1.35
O 0.5547 0.6176 -7.1940 0.94 -0.77 2.83
O 1.4049 -0.6378 -5.4167 -1.17 -0.01 -3.66
H 2.8764 -2.1194 -4.2177 0.24 -0.14 0.34
H 2.6692 -1.2845 -2.6203 0.86 -0.57 0.27
H 3.8657 -0.6636 -3.8256 -0.14 0.00 -0.07
H 0.8134 -0.6438 -3.5043 0.07 0.20 0.33
H 3.0106 1.3426 -4.4266 0.07 -0.04 -0.38
H 1.7942 1.6366 -3.2139 -0.44 0.10 -0.19
C 0.2311 -4.0220 3.0082 -0.23 -0.31 -0.45
C 1.4628 -4.5416 2.2411 0.18 0.46 1.00
C 2.4840 -3.4999 1.7256 -2.60 0.81 -1.10
O 3.7011 -3.8767 2.2469 1.96 1.17 -1.30
C 3.5979 -4.8712 3.0548 0.15 -2.43 2.39
O 4.5044 -5.3761 3.6823 -1.16 0.57 -0.84
O 2.2946 -5.2632 3.1399 0.88 -0.77 1.11
H 0.4190 -3.1923 3.6897 0.45 0.07 -0.24
H -0.2221 -4.7994 3.6233 0.28 -0.33 -0.09
H -0.5664 -3.7215 2.3287 0.19 0.19 -0.22
H 1.2457 -5.2802 1.4695 -0.60 0.35 -0.18
H 2.2968 -2.4723 2.0371 -0.32 -0.07 -0.10
H 2.4075 -3.5714 0.6406 0.76 0.40 -0.06
C 2.0939 3.4683 3.0934 -0.03 0.69 0.15
S 1.0381 3.8050 4.5867 1.63 -0.06 1.81
O 1.9140 3.5944 5.8704 -1.65 0.66 -2.76
C 0.7736 5.6555 4.4227 1.18 0.07 -0.03
H 2.1149 2.4214 2.7906 -0.56 -0.03 0.38
H 3.1364 3.7571 3.2270 -0.11 0.30 0.45
H 1.6725 4.0714 2.2891 -0.08 -0.12 -0.10
H 1.7269 6.1805 4.4832 0.41 -0.38 0.20
H 0.2110 6.0254 5.2798 -0.29 -0.50 -0.12
H 0.3738 6.0313 3.4809 -0.54 -0.68 -0.03
C -5.2249 -2.5779 3.0120 -0.76 -0.34 0.46
S -5.2254 -0.8764 2.4377 1.48 1.79 2.03
O -5.9758 -0.0549 3.4727 0.21 -1.18 -1.16
C -3.4265 -0.5179 2.8481 0.71 -0.70 -1.00
H -6.2615 -2.8960 2.9009 -0.10 -0.01 -0.11
H -5.0339 -2.5879 4.0851 0.30 0.08 -0.06
H -4.6127 -3.2978 2.4689 0.26 0.39 -0.13
H -3.1080 0.5238 2.8070 -0.86 0.19 -0.13
H -2.8125 -1.0045 2.0903 -0.13 -0.06 -0.54
H -2.9572 -0.9257 3.7434 -1.03 -0.17 0.57
C 5.0606 1.4303 0.0093 0.53 0.79 1.43
S 6.2082 2.5685 -0.8353 -2.23 0.00 0.87
O 5.7781 2.3897 -2.2275 0.63 -0.28 -1.79
C 5.3060 4.1208 -0.4607 0.87 0.42 0.16
H 5.4160 0.4027 -0.0666 -0.31 0.12 -0.41
H 4.0288 1.6491 -0.2656 0.19 -0.40 -0.72
H 5.0747 1.6913 1.0675 0.28 -0.09 0.33
H 5.4789 4.5647 0.5197 -0.03 -0.32 0.19
H 4.2449 4.0783 -0.7062 0.12 -0.44 0.02
H 5.7943 4.7826 -1.1760 -0.13 0.14 -0.09
C -1.8922 -4.0802 -1.8803 -0.65 -0.44 -0.32
S -3.5012 -4.9758 -1.9721 0.45 0.48 1.82
O -3.5360 -5.5957 -0.5910 -0.40 0.14 -0.92
C -4.6402 -3.5327 -1.9364 -0.04 -0.75 -0.54
H -1.5209 -3.8312 -2.8744 -0.07 0.30 0.12
H -1.2416 -4.8312 -1.4321 -0.04 0.06 -0.03
H -2.0049 -3.2356 -1.2006 0.17 0.05 -0.22
H -4.3247 -2.7373 -1.2612 0.12 -0.07 -0.22
H -5.6348 -3.8908 -1.6706 0.17 -0.26 0.36
H -4.7616 -3.2599 -2.9847 0.34 0.59 0.01
```
Positions in Å, forces in eV/Å.

Calculated values
Net charge: -1
HOMO: -0.160 Eh
Frontier orbital gap: 6.280 eV